No. 1
63
Properties=species:S:1:pos:R:3 method="wB97M-V/def2-TZVPD" gap_ha=0.257 mol_weight_g_mol=461.63 lumo_ev=-3.539 homo_energy_ev=-10.5 charge=+1
S 0.42 -0.73 -1.82
S -3.47 -3.79 -3.74
O 4.44 0.11 -1.52
O 7.64 -3.73 1.81
O -6.84 1.75 3.05
O 0.85 -1.84 -2.83
O 1.00 -1.13 -0.44
N -1.95 -3.03 -3.33
N 6.32 -1.29 0.50
N -6.40 3.23 1.02
N -4.80 -2.93 -2.91
C -4.59 4.14 2.76
C 4.38 -1.26 -1.12
C 6.78 -3.42 2.89
C -5.82 4.42 1.72
C 5.67 0.54 -2.07
C 7.06 -3.71 0.51
C -1.48 -0.79 -1.63
C 4.84 -1.43 0.34
C -2.40 -1.91 -2.41
C -4.79 -0.78 -1.18
C 7.21 -2.33 -0.14
C -5.49 2.54 0.06
C -4.02 -1.85 -2.17
C -4.45 1.45 0.69
C -7.20 2.31 1.90
C -8.77 2.01 1.41
C -3.88 0.33 -0.37
C 1.01 0.99 -2.29
C -2.24 0.28 -0.65
H -3.58 4.09 2.12
H 5.46 1.26 -2.88
H 5.72 -3.56 2.65
H -1.56 1.07 -0.07
H -4.97 3.38 -0.61
H -6.18 1.94 -0.71
H -4.83 0.87 1.63
H -6.67 4.99 2.31
H 0.84 1.10 -3.46
H 6.96 -2.39 3.20
H 6.27 -0.28 -2.48
H -4.65 3.13 3.34
H 4.40 -0.65 0.97
H 3.32 -1.54 -1.16
H 6.24 1.07 -1.30
H -4.43 4.99 3.57
H 6.55 -1.25 1.50
H -9.29 2.97 0.97
H 0.35 1.79 -1.71
H 6.98 -2.35 -1.20
H -5.96 -0.76 -1.02
H -9.38 1.71 2.39
H -8.81 1.07 0.70
H -3.49 2.07 1.06
H 4.90 -1.91 -1.82
H 8.23 -1.95 0.00
H 4.55 -2.41 0.73
H 2.14 1.12 -2.00
H 6.60 -0.36 0.16
H 7.63 -4.42 -0.10
H 6.03 -4.07 0.52
H 7.04 -4.07 3.73
H -5.41 5.22 0.92

***

No. 2
29
Properties=species:S:1:pos:R:3 method="wB97M-V/def2-TZVPD" gap_ha=0.343 smiles="CC(C)N1N=N[C@@H]2CCCS(=O)(=O)[C@@H]21" mol_weight_g_mol=217.29 lumo_ev=0.611 homo_energy_ev=-8.7
S 1.06 1.31 0.15
O 1.01 2.31 -0.85
O 0.43 1.56 1.45
N -0.98 -1.52 0.71
N 0.08 -2.15 0.39
N -1.11 -0.44 0.00
C 2.88 -0.65 0.64
C 0.18 -0.10 -0.74
C -3.15 0.35 -1.11
C -2.17 0.70 0.02
C 2.73 0.78 0.26
C 2.33 -1.58 -0.43
C 0.85 -1.50 -0.70
C -2.76 0.89 1.44
H 2.37 -0.84 1.64
H -1.49 1.55 -0.18
H 2.94 -1.50 -1.36
H 3.01 1.08 -0.70
H 3.90 -0.92 0.71
H -3.52 -0.64 -0.99
H -2.68 0.21 -2.14
H 0.78 -1.99 -1.72
H -2.00 1.03 2.23
H -3.84 1.32 -1.03
H -3.60 1.56 1.42
H 0.02 0.31 -1.67
H -3.14 -0.05 1.77
H 2.65 -2.55 -0.14
H 3.22 1.47 0.91

***

No. 3
20
Properties=species:S:1:pos:R:3 method="wB97M-V/def2-TZVPD" gap_ha="0.351 / 0.280" mol_weight_g_mol=135.14 spin_multiplicity=2 lumo_ev="0.624 / -1.806" homo_energy_ev="-8.9 / -9.4"
O 1.45 -0.47 0.63
O 0.37 1.52 -1.87
O 2.90 -0.08 0.83
O 0.01 -1.10 -2.18
C -0.62 0.02 0.88
C -0.93 -0.34 2.30
C -1.24 -0.55 -0.21
C 0.71 0.75 0.80
C -1.05 -0.40 -1.68
H 0.41 2.11 -2.64
H 0.92 1.29 1.77
H -1.86 -0.01 2.80
H -2.17 -1.08 0.03
H -0.53 0.71 -1.97
H -1.93 -0.78 -2.25
H -0.93 -1.43 2.34
H 0.52 -0.52 -2.79
H 0.71 1.36 -0.13
H 3.30 -0.88 0.44
H -0.05 -0.09 2.91

***

No. 4
18
Properties=species:S:1:pos:R:3 method="wB97M-V/def2-TZVPD" gap_ha=0.336 smiles="C=C(OC)N(C)NO" mol_weight_g_mol=118.14 lumo_ev=0.894 homo_energy_ev=-8.3
O -3.00 0.23 0.57
O 1.56 -0.23 0.77
N -2.01 0.22 -0.45
N -0.67 -0.57 0.06
C 0.09 0.39 0.60
C 2.42 0.23 -0.24
C -0.09 1.50 1.30
C -0.21 -1.65 -0.82
H 0.70 1.88 1.93
H 2.35 1.32 -0.41
H 0.46 -2.32 -0.27
H 2.27 -0.29 -1.20
H -1.06 -2.27 -1.11
H -3.06 1.18 0.77
H 0.26 -1.27 -1.73
H -1.04 2.03 1.31
H 3.46 0.03 0.07
H -2.42 -0.43 -1.13

***

No. 5
91
Properties=species:S:1:pos:R:3 method="wB97M-V/def2-TZVPD" gap_ha=0.149 mol_weight_g_mol=665.62 lumo_ev=-6.650 homo_energy_ev=-10.7 charge=+1
O -19.85 0.82 -2.17
O -18.61 -8.97 -2.08
O -19.53 -3.31 -1.27
O -23.39 -4.85 0.01
O -24.45 -1.58 -3.33
O -20.95 1.49 -0.42
O -24.66 -5.91 -1.57
O -21.28 -0.71 -1.10
O -17.81 -2.45 2.32
O -17.90 -2.67 -7.97
O -23.82 -1.98 -1.18
O -19.85 -1.86 1.49
O -19.80 -3.08 -3.40
O -18.91 -1.00 3.35
O -19.75 -7.19 -1.45
O -21.38 -3.83 -2.16
O -25.70 -4.39 -0.42
O -18.12 -7.08 -3.11
O -21.86 -4.90 -6.66
O -25.07 -0.19 -1.86
N -20.20 -3.41 -2.31
C -23.68 -2.63 -3.90
C -18.44 -5.83 -3.64
C -24.51 -5.03 -0.58
C -25.89 -3.77 0.89
C -25.55 0.31 -0.69
C -22.59 -5.50 -5.52
C -17.48 -3.24 1.15
C -19.64 -1.72 -6.62
C -23.55 -6.78 -1.97
C -24.39 -1.28 -2.02
C -20.15 -1.85 -8.00
C -19.06 -9.83 -1.02
C -21.44 1.18 0.89
C -18.96 -7.68 -2.22
C -19.20 -0.05 -3.02
C -21.12 -7.08 -6.43
C -19.18 -2.78 -8.71
C -18.31 -2.38 -6.62
C -20.04 -0.29 3.77
C -20.77 -5.69 -6.92
C -18.94 -1.76 2.35
C -21.82 -6.78 -5.12
C -20.74 0.40 -1.22
Be -21.88 -2.88 0.20
H -19.58 -0.66 -6.36
H -18.30 -5.77 -4.72
H -23.68 -2.45 -4.98
H -18.64 0.62 -3.68
H -26.72 -4.13 1.49
H -18.52 -0.72 -2.49
H -24.80 0.76 -0.03
H -19.31 -3.84 -8.52
H -19.98 -0.60 -3.54
H -20.93 -0.85 3.47
H -26.40 0.91 -1.01
H -20.68 0.58 1.41
H -20.15 -0.92 -8.56
H -19.90 -5.43 -6.31
H -25.01 -3.74 1.53
H -23.58 -5.78 -5.90
H -20.09 -0.28 4.86
H -26.26 -2.76 0.72
H -19.50 -9.33 -0.16
H -26.06 -0.43 -0.08
H -20.37 -2.16 -5.94
H -19.47 -5.50 -3.51
H -22.38 0.65 0.87
H -20.26 -7.73 -6.32
H -16.47 -3.61 1.31
H -17.48 -1.78 -6.25
H -22.61 -6.26 -1.77
H -22.64 -2.47 -3.59
H -17.77 -5.15 -3.12
H -17.53 -2.67 0.22
H -18.31 -3.30 -6.04
H -19.99 0.74 3.42
H -21.19 -2.15 -7.90
H -24.03 -3.61 -3.58
H -22.61 -4.79 -4.70
H -21.08 -6.41 -4.41
H -22.52 -7.57 -4.82
H -21.79 -7.48 -7.19
H -19.87 -10.45 -1.39
H -19.17 -2.56 -9.78
H -21.65 2.08 1.47
H -23.56 -7.67 -1.33
H -20.53 -5.62 -7.98
H -23.68 -7.10 -3.01
H -18.17 -4.08 1.05
H -18.21 -10.41 -0.65

***

No. 6
28
Properties=species:S:1:pos:R:3 method="wB97M-V/def2-TZVPD" gap_ha=0.344 smiles="Cc1ccc(O)cc1.CCC(N)=O" mol_weight_g_mol=181.24 lumo_ev=0.627 homo_energy_ev=-8.7
O -3.32 2.68 -0.07
O 2.26 0.11 2.66
N -2.73 1.25 1.53
C -2.56 0.44 -0.75
C 2.02 -0.24 1.35
C 1.12 -2.01 -2.37
C 0.84 -0.86 1.10
C -2.91 1.51 0.21
C 2.68 -0.77 -0.92
C 2.98 -0.25 0.33
C 0.47 -1.38 -0.10
C 1.38 -1.27 -1.12
C -1.32 0.62 -1.63
H -1.58 0.16 -2.46
H 0.43 -1.43 -3.06
H -0.66 -0.04 -1.23
H 3.10 0.64 2.67
H -2.37 0.34 1.66
H 0.98 -3.13 -2.17
H -1.21 1.79 -1.68
H -2.49 2.00 2.11
H -2.36 -0.54 -0.09
H -3.58 0.03 -1.18
H 2.11 -1.95 -3.03
H 0.15 -0.93 1.86
H -0.34 -2.08 -0.07
H 3.88 0.18 0.52
H 3.40 -0.88 -1.81

***

Please write out number 2 again, unchanged.
29
Properties=species:S:1:pos:R:3 method="wB97M-V/def2-TZVPD" gap_ha=0.343 smiles="CC(C)N1N=N[C@@H]2CCCS(=O)(=O)[C@@H]21" mol_weight_g_mol=217.29 lumo_ev=0.611 homo_energy_ev=-8.7
S 1.06 1.31 0.15
O 1.01 2.31 -0.85
O 0.43 1.56 1.45
N -0.98 -1.52 0.71
N 0.08 -2.15 0.39
N -1.11 -0.44 0.00
C 2.88 -0.65 0.64
C 0.18 -0.10 -0.74
C -3.15 0.35 -1.11
C -2.17 0.70 0.02
C 2.73 0.78 0.26
C 2.33 -1.58 -0.43
C 0.85 -1.50 -0.70
C -2.76 0.89 1.44
H 2.37 -0.84 1.64
H -1.49 1.55 -0.18
H 2.94 -1.50 -1.36
H 3.01 1.08 -0.70
H 3.90 -0.92 0.71
H -3.52 -0.64 -0.99
H -2.68 0.21 -2.14
H 0.78 -1.99 -1.72
H -2.00 1.03 2.23
H -3.84 1.32 -1.03
H -3.60 1.56 1.42
H 0.02 0.31 -1.67
H -3.14 -0.05 1.77
H 2.65 -2.55 -0.14
H 3.22 1.47 0.91